{
  "formula": "C5H18O9Sr2",
  "method": "ωB97M-V/def2-TZVPD",
  "homo_lumo_gap_ev": 2.5451,
  "homo_ev": -11.94,
  "total_energy_ev": -25550.7103,
  "total_charge": 2,
  "elements": ["Sr", "Sr", "O", "O", "O", "O", "O", "O", "O", "O", "O", "C", "C", "C", "C", "C", "H", "H", "H", "H", "H", "H", "H", "H", "H", "H", "H", "H", "H", "H", "H", "H", "H", "H"],
  "xyz": [[-2.81, -2.59, 6.21], [-2.10, -6.23, -0.23], [-7.14, -4.61, -0.86], [3.82, 3.88, -1.59], [1.79, -5.35, 6.18], [-1.33, 0.22, -5.84], [3.04, 0.78, 2.78], [0.53, 6.06, -4.61], [-1.97, -0.64, 1.13], [1.28, -5.86, 4.21], [-2.43, -0.84, -1.02], [3.50, -6.03, 4.71], [-2.09, -0.18, -0.02], [0.61, 7.48, -4.28], [-1.69, 1.28, -0.24], [2.11, -5.66, 5.05], [-1.15, 1.08, -5.46], [0.31, 7.47, -3.24], [3.90, -5.27, 4.04], [3.35, 1.07, 3.64], [4.12, 4.71, -1.22], [3.50, 3.38, -0.84], [4.16, -5.99, 5.58], [-0.63, 1.30, -0.52], [3.48, -7.01, 4.23], [1.59, 7.96, -4.35], [-8.02, -4.51, -0.51], [-1.94, 1.99, 0.54], [0.98, 5.55, -3.93], [-1.80, -0.25, -5.15], [-6.93, -3.75, -1.23], [2.09, 0.72, 2.87], [-0.06, 8.00, -4.96], [-2.08, 1.84, -1.09]]
}

***

{
  "formula": "C20H64O12",
  "method": "ωB97M-V/def2-TZVPD",
  "homo_lumo_gap_ev": 10.2468,
  "homo_ev": -10.05,
  "total_energy_ev": -46344.4172,
  "total_charge": 0,
  "smiles": "CC(C)O.CC(C)O.CC(C)O.CC(C)O.CC(C)O.CC(C)O.CO.CO.O.O.O.O",
  "elements": ["O", "O", "O", "O", "O", "O", "O", "O", "O", "O", "O", "O", "C", "C", "C", "C", "C", "C", "C", "C", "C", "C", "C", "C", "C", "C", "C", "C", "C", "C", "C", "C", "H", "H", "H", "H", "H", "H", "H", "H", "H", "H", "H", "H", "H", "H", "H", "H", "H", "H", "H", "H", "H", "H", "H", "H", "H", "H", "H", "H", "H", "H", "H", "H", "H", "H", "H", "H", "H", "H", "H", "H", "H", "H", "H", "H", "H", "H", "H", "H", "H", "H", "H", "H", "H", "H", "H", "H", "H", "H", "H", "H", "H", "H", "H", "H"],
  "xyz": [[0.39, 1.83, 8.09], [-6.60, 3.69, -5.62], [-5.59, 3.58, -0.85], [-6.34, -0.92, 3.68], [-1.92, 0.38, 0.57], [-11.36, -3.88, -3.98], [6.17, 1.96, -5.98], [8.67, 3.67, 1.36], [-0.38, -8.75, 2.27], [0.29, 4.20, 3.58], [-1.77, 3.39, -6.40], [6.63, -1.26, -0.61], [6.75, 3.96, 2.69], [8.20, 5.89, 2.07], [6.63, 3.26, -6.32], [-1.05, 4.47, -5.74], [0.38, -0.42, 7.38], [0.54, -7.84, 1.76], [6.20, 3.56, -7.74], [-2.07, -0.84, -1.42], [8.15, 4.41, 2.42], [0.85, -6.79, 2.81], [-1.21, -0.59, -0.18], [5.98, 4.15, -5.28], [-10.26, -3.57, -1.87], [-1.73, 0.77, 8.09], [6.63, -2.41, 0.21], [0.19, -0.05, -0.46], [-0.13, -7.14, 0.56], [-10.80, -4.55, -2.94], [-11.94, -5.42, -2.47], [-0.24, 0.60, 8.34], [-11.06, -2.85, -1.65], [-1.68, -1.75, -1.90], [-9.47, -2.93, -2.26], [-6.90, -0.16, 3.84], [6.64, 4.52, -8.02], [6.85, -2.10, 1.23], [0.79, 0.29, 0.38], [-2.12, 1.25, 7.19], [-1.15, -1.43, 0.51], [0.71, -0.78, -1.09], [6.38, 1.79, -5.06], [-3.07, -1.04, -1.05], [-0.55, -9.36, 1.55], [-0.98, -6.53, 0.87], [-2.08, 1.43, 8.89], [-4.92, 2.91, -0.71], [0.34, 3.75, 4.42], [8.72, 4.19, 3.32], [5.00, 4.49, -5.62], [-0.27, 3.64, 3.04], [1.45, -0.25, 7.29], [-6.76, -1.63, 4.17], [6.20, 3.88, 1.75], [-0.13, 0.38, 9.41], [-11.63, -6.05, -1.64], [7.29, -0.67, -0.24], [9.20, 6.31, 1.99], [-0.03, -6.54, 3.40], [0.24, -1.48, 7.60], [-12.70, -4.74, -2.07], [-5.68, 3.45, -5.77], [6.61, 2.86, -8.46], [6.72, 3.02, 3.24], [-9.95, -5.11, -3.34], [0.56, -6.46, 0.07], [-1.63, 5.16, -5.13], [9.57, 3.95, 1.17], [5.60, -2.72, 0.34], [0.00, -0.23, 6.38], [7.22, -3.28, -0.06], [-0.47, 5.03, -6.47], [1.48, -8.35, 1.53], [7.72, 3.24, -6.24], [1.29, 1.80, 8.44], [-1.11, 2.76, -6.70], [7.78, 6.36, 2.96], [-2.09, -0.04, -2.16], [-12.39, -6.13, -3.16], [-0.32, -7.93, -0.17], [6.50, 5.06, -4.98], [6.15, 4.69, 3.23], [1.24, -5.86, 2.41], [5.81, 3.61, -4.35], [-6.67, 3.76, -4.66], [-9.86, -4.12, -1.02], [1.66, -7.12, 3.46], [0.06, 0.82, -1.11], [-6.05, 3.62, -0.01], [-2.73, -0.06, 0.83], [7.59, 6.14, 1.20], [5.11, 3.61, -7.85], [-2.25, -0.17, 8.25], [-0.31, 4.05, -5.06], [-10.69, -3.32, -4.39]]
}

***

{
  "formula": "C6H9NO3",
  "method": "ωB97M-V/def2-TZVPD",
  "homo_lumo_gap_ev": 10.1353,
  "homo_ev": -9.23,
  "total_energy_ev": -13997.4767,
  "total_charge": 0,
  "elements": ["O", "O", "O", "N", "C", "C", "C", "C", "C", "C", "H", "H", "H", "H", "H", "H", "H", "H", "H"],
  "xyz": [[1.74, 2.23, -0.85], [-0.74, -0.80, -1.97], [-0.71, 1.46, -2.44], [0.50, -0.37, 0.44], [-0.82, 0.09, 0.85], [1.47, -0.48, 1.53], [-1.44, -1.19, -0.76], [-0.58, -1.35, 0.50], [-0.92, 0.55, -1.70], [-1.68, 0.29, -0.41], [-0.97, 0.56, 1.82], [2.19, 1.35, -0.72], [-2.24, -1.91, -0.94], [1.96, 0.49, 1.66], [2.18, 2.61, -1.62], [1.00, -0.78, 2.49], [2.22, -1.23, 1.26], [-0.50, -2.24, 1.13], [-2.68, 0.72, -0.29]]
}

***

{
  "formula": "C42H50AsF6KN8OSSi",
  "method": "ωB97M-V/def2-TZVPD",
  "multiplicity": 2,
  "homo_lumo_gap_ev": [4.5641, 6.5275],
  "homo_ev": [-2.89, -4.88],
  "total_energy_ev": -170520.1760,
  "total_charge": -1,
  "elements": ["As", "K", "S", "Si", "F", "F", "F", "F", "F", "F", "O", "N", "N", "N", "N", "N", "N", "N", "N", "C", "C", "C", "C", "C", "C", "C", "C", "C", "C", "C", "C", "C", "C", "C", "C", "C", "C", "C", "C", "C", "C", "C", "C", "C", "C", "C", "C", "C", "C", "C", "C", "C", "C", "C", "C", "C", "C", "C", "C", "C", "C", "H", "H", "H", "H", "H", "H", "H", "H", "H", "H", "H", "H", "H", "H", "H", "H", "H", "H", "H", "H", "H", "H", "H", "H", "H", "H", "H", "H", "H", "H", "H", "H", "H", "H", "H", "H", "H", "H", "H", "H", "H", "H", "H", "H", "H", "H", "H", "H", "H", "H"],
  "xyz": [[3.51, 0.79, -1.55], [0.71, -0.31, -1.32], [2.09, -1.49, 2.02], [-0.30, 0.16, 3.14], [2.20, 1.69, -2.31], [2.78, -0.67, -2.26], [4.73, -0.20, -0.81], [2.49, 0.55, -0.13], [4.15, 2.23, -0.85], [4.50, 1.00, -2.95], [-0.09, 2.32, 0.63], [-1.22, -1.66, -2.08], [0.08, -2.78, -0.11], [-1.26, 1.62, -1.83], [-4.57, 2.95, -5.56], [-5.73, 1.34, -4.53], [-2.28, 0.77, 1.22], [0.92, -3.55, 0.59], [2.78, -4.04, 1.77], [-3.04, -0.47, 1.38], [-4.53, -0.31, 1.07], [-0.57, -2.53, 4.18], [-3.41, -0.74, -3.12], [-3.37, -2.46, -1.33], [3.96, -3.75, 2.57], [1.74, 3.50, 4.51], [-3.01, 1.80, 0.49], [-7.88, 1.56, -5.85], [-6.39, 3.59, -7.17], [1.85, -3.13, 1.34], [-1.26, 2.45, -2.86], [0.56, -0.58, 1.63], [-1.91, -2.40, -1.26], [-1.18, -3.53, 4.92], [-4.33, 2.21, 1.18], [-3.44, 1.77, -3.73], [-2.26, -3.24, 5.74], [-1.03, -1.21, 4.24], [-1.13, -3.18, -0.29], [-2.27, 2.52, -3.83], [0.69, 1.34, 4.24], [0.69, 1.20, 5.63], [1.19, 2.20, 6.45], [-2.23, 0.60, -1.87], [-1.68, 1.27, 2.45], [1.24, 2.50, 3.70], [-4.06, -1.73, -2.22], [-5.07, 0.96, 1.72], [-1.90, -0.65, -2.78], [-5.82, 2.86, -6.12], [-1.69, -4.35, 0.47], [-6.58, 1.85, -5.48], [0.61, 3.51, 0.32], [-7.70, 3.30, -7.53], [-2.72, -1.93, 5.83], [-8.43, 2.30, -6.88], [5.17, -3.34, 1.74], [-2.10, -0.93, 5.08], [1.70, 3.36, 5.89], [-3.57, 0.74, -2.65], [-4.53, 2.03, -4.60], [-4.94, 2.75, 0.47], [1.17, 2.08, 7.53], [5.00, -2.37, 1.26], [0.29, 0.30, 6.08], [-0.12, -1.25, 1.11], [-2.19, 3.23, -4.64], [-2.47, 0.08, 5.16], [-1.31, -0.33, -3.65], [-5.07, -1.18, 1.44], [-1.50, -5.27, -0.09], [-0.02, 4.22, -0.23], [-4.11, 2.89, 2.01], [-5.93, 0.59, -3.89], [0.28, -2.78, 3.56], [-0.81, -4.55, 4.86], [-1.22, 2.24, 2.23], [-8.17, 3.85, -8.33], [-3.56, -1.69, 6.47], [1.52, 3.32, -0.27], [0.91, 3.98, 1.26], [-3.23, 1.43, -0.51], [-8.44, 0.77, -5.35], [-3.90, -3.15, -0.69], [2.07, 4.16, 6.53], [-2.94, -0.82, 2.41], [-5.82, 4.35, -7.68], [3.71, -2.97, 3.29], [-2.74, -4.02, 6.31], [0.83, 0.22, 0.94], [-2.41, 0.21, -0.86], [-0.54, 2.04, -0.21], [-6.14, 1.05, 1.54], [-3.67, -0.92, -4.16], [-2.43, 1.46, 3.24], [-0.44, 3.17, -2.90], [-4.68, -0.27, -0.01], [6.06, -3.26, 2.38], [2.86, -4.83, 1.15], [-9.46, 2.11, -7.18], [-1.20, -4.43, 1.43], [5.37, -4.07, 0.96], [-2.62, -1.25, 0.73], [-5.14, -1.85, -2.31], [-2.76, -4.26, 0.63], [2.15, 4.40, 4.07], [4.19, -4.66, 3.14], [1.27, 2.62, 2.62], [-2.36, 2.66, 0.38], [-4.46, 0.92, -2.04], [-4.92, 0.88, 2.80]]
}